<one>
{"formula": "C4H9NO2", "method": "ωB97M-V with the def2-TZVPD basis set", "smiles": "CNC(=O)CCO", "homo_energy_ha": -0.3553, "lumo_ev": 0.721, "gap_ev": 10.4, "species": ["C", "N", "C", "O", "C", "C", "O", "H", "H", "H", "H", "H", "H", "H", "H", "H"], "coordinates": [[2.2853, -0.7802, 1.7217], [1.1290, 0.0623, 1.4120], [0.5494, 0.0303, 0.1976], [0.9741, -0.8550, -0.5649], [-0.7432, 0.7534, -0.1140], [-1.6394, -0.1167, -1.0346], [-2.4926, 0.7394, -1.7993], [1.9478, -1.8304, 1.6850], [3.0424, -0.4059, 1.0238], [2.6771, -0.5704, 2.7151], [0.7409, 0.7727, 2.0312], [-0.5128, 1.6740, -0.6535], [-1.2158, 1.1505, 0.8275], [-2.2680, -0.8453, -0.4911], [-0.9898, -0.6202, -1.7455], [-2.3775, 1.6308, -1.4418]], "mulliken_charge": [-0.7896, -0.2377, 0.4465, -0.6473, -0.5959, -0.1423, -0.5278, 0.2449, 0.2827, 0.3359, 0.2189, 0.3412, 0.2722, 0.2329, 0.2548, 0.3105]}



<two>
{"formula": "C4H9NO2", "method": "ωB97M-V with the def2-TZVPD basis set", "smiles": "[H]/N=C\\C.COC=O", "homo_energy_ha": -0.3672, "lumo_ev": 1.051, "gap_ev": 11.0, "species": ["H", "N", "C", "C", "H", "H", "H", "H", "C", "O", "C", "O", "H", "H", "H", "H"], "coordinates": [[-0.2618, -0.6108, -2.4076], [-0.1533, -0.3045, -1.4357], [-0.0450, -1.3086, -0.6633], [-0.0688, -2.7597, -1.0509], [0.0750, -1.0915, 0.4023], [-0.2079, -2.8890, -2.1296], [0.8663, -3.2483, -0.7534], [-0.8804, -3.2751, -0.5243], [-0.6536, 2.4133, 0.5220], [0.6812, 2.4671, 1.0543], [1.0637, 1.4017, 1.7449], [0.3856, 0.4358, 2.0001], [-0.8367, 3.4046, 0.1072], [-0.7030, 1.6437, -0.2546], [-1.3681, 2.1922, 1.3188], [2.1069, 1.5292, 2.0696]], "mulliken_charge": [0.1980, -0.5587, 0.2373, -1.0435, 0.3482, 0.3121, 0.2671, 0.2636, -0.4350, -0.2753, 0.1905, -0.5287, 0.2350, 0.1530, 0.2712, 0.3652]}



<three>
{"formula": "C4H9NO2", "method": "ωB97M-V with the def2-TZVPD basis set", "homo_energy_ha": -0.3508, "lumo_ev": 0.680, "gap_ev": 10.2, "species": ["N", "C", "O", "C", "C", "C", "O", "H", "H", "H", "H", "H", "H", "H", "H", "H"], "coordinates": [[1.8562, 0.0299, 1.5498], [1.1924, -0.9801, 1.0009], [1.2018, -2.0805, 1.5174], [0.5442, -0.6733, -0.2624], [-0.8140, -0.1493, 0.0839], [-1.3707, 0.6593, -1.0006], [-0.5939, 1.8668, -0.9696], [2.1324, -0.1084, 2.5058], [1.7609, 0.9320, 1.1349], [1.2957, -0.1698, -0.8796], [0.5536, -1.6858, -0.6819], [-1.4157, -1.4408, -0.0163], [-1.0412, 0.3879, 1.0173], [-1.1402, 0.1186, -1.9315], [-2.4228, 0.9244, -0.8356], [-0.8808, 2.2556, -1.8032]], "mulliken_charge": [-0.3835, 0.4517, -0.6452, -0.7411, -0.3596, -0.5393, -0.5037, 0.2377, 0.2228, 0.4452, 0.3101, 0.2279, 0.2903, 0.3544, 0.3269, 0.3054]}



Of them, the most stable is <one> and the least stable is <three>.



<one>
{"formula": "C4H9NO2", "method": "ωB97M-V with the def2-TZVPD basis set", "smiles": "C[C@H](N)CC(=O)O", "homo_energy_ha": -0.3520, "lumo_ev": 0.680, "gap_ev": 10.3, "species": ["C", "C", "N", "C", "C", "O", "O", "H", "H", "H", "H", "H", "H", "H", "H", "H"], "coordinates": [[1.2020, 1.3249, 1.0210], [0.1750, 0.2520, 0.6734], [0.7378, -1.0733, 0.9252], [-0.3358, 0.4719, -0.7488], [-1.1834, -0.6348, -1.4096], [-1.3054, -0.8388, -2.5742], [-1.7471, -1.5221, -0.4892], [2.1520, 1.2137, 0.4803], [1.3398, 1.4322, 2.0916], [0.9603, 2.3494, 0.6840], [-0.6267, 0.3998, 1.3942], [-0.0012, -1.7607, 0.9539], [1.2880, -1.3763, 0.1218], [-1.1219, 1.2385, -0.6743], [0.4194, 0.8147, -1.4520], [-1.9527, -2.2911, -0.9974]], "mulliken_charge": [-1.4133, 0.5130, -0.7179, -0.6731, 0.3977, -0.5349, -0.4531, 0.3559, 0.3226, 0.3685, 0.2582, 0.3227, 0.2714, 0.3059, 0.3658, 0.3107]}



<two>
{"formula": "C4H9NO2", "method": "ωB97M-V with the def2-TZVPD basis set", "homo_energy_ha": -0.2431, "lumo_ev": 0.930, "gap_ev": 7.5, "species": ["C", "O", "C", "C", "N", "C", "O", "H", "H", "H", "H", "H", "H", "H", "H", "H"], "coordinates": [[-1.9273, 1.2773, 1.3288], [-1.6979, 0.1334, 0.5323], [-0.8342, 0.3716, -0.5270], [1.9556, -1.2695, -1.6170], [1.7605, -1.2452, -0.2952], [1.1179, -0.3918, 0.4861], [0.4898, 0.6690, -0.1047], [-0.9959, 1.6583, 1.7644], [-2.3948, 2.0807, 0.7400], [-2.6081, 0.9771, 2.1280], [-1.1434, 1.2498, -1.1116], [-0.8458, -0.5328, -1.1441], [1.6075, -0.4361, -2.2074], [2.6062, -2.0337, -2.0119], [2.1758, -2.0170, 0.2159], [0.9603, -0.6222, 1.5297]], "mulliken_charge": [-0.6501, -0.3528, -0.2322, -0.6743, -0.0466, -0.1772, -0.4240, 0.2790, 0.2902, 0.2439, 0.3260, 0.2673, 0.2465, 0.2700, 0.2487, 0.3857]}



<three>
{"formula": "C4H9NO2", "method": "ωB97M-V with the def2-TZVPD basis set", "smiles": "CN[C@@H](C=O)CO", "homo_energy_ha": -0.3338, "lumo_ev": 0.835, "gap_ev": 9.9, "species": ["C", "N", "C", "C", "O", "C", "O", "H", "H", "H", "H", "H", "H", "H", "H", "H"], "coordinates": [[-0.8464, 0.6997, 1.5123], [0.4801, 1.0065, 0.8816], [0.7609, 0.0803, -0.2806], [0.9750, -1.3066, 0.2581], [0.9154, -2.2710, -0.4661], [-0.4066, 0.1546, -1.2737], [0.1774, -0.2368, -2.5124], [-1.0939, 1.5318, 2.1512], [-1.6029, 0.7146, 0.7242], [-0.8773, -0.2728, 2.0416], [1.0918, 0.9285, 1.6850], [1.6157, 0.3000, -0.9289], [1.3013, -1.4483, 1.3127], [-0.6912, 1.2035, -1.2842], [-1.2744, -0.3568, -0.8656], [-0.5247, -0.7271, -2.9554]], "mulliken_charge": [-0.9369, -0.5217, 0.2324, -0.0762, -0.4656, -0.7626, -0.4870, 0.3659, 0.3200, 0.2974, 0.2970, 0.3762, 0.3192, 0.3437, 0.3755, 0.3229]}



Of them, the most stable is <one> and the least stable is <two>.